1.
Formula: C3H3NS2
Source: the OMol25 dataset
Level of theory: ωB97M-V/def2-TZVPD

Net charge ... 0
LUMO level (alpha / beta) ... -0.020 / -0.020 Ha
Spin multiplicity ... 1
HOMO-LUMO gap (alpha / beta) ... 7.94 / 7.94 eV
Total energy ... -967.09747 Eh

Atoms and positions in Å:
C (0.367, 2.371, 0.103)
C (0.034, -1.229, 0.126)
C (-1.154, -1.703, 0.262)
N (-0.474, 1.717, 0.429)
S (1.771, 0.539, -1.487)
S (1.611, -0.859, -0.166)
H (1.132, 2.967, -0.023)
H (-1.553, -2.457, -0.222)
H (-1.733, -1.346, 0.979)

Atomic partial charges in e from the natural (NBO) method, atoms 1 to 5: 0.12, -0.11, -0.41, -0.35, -0.43

---

2.
Formula: C3H7NO2
Source: the OMol25 dataset
Level of theory: ωB97M-V/def2-TZVPD

Net charge ... 0
SMILES ... [H]/N=C(\O)[C@H](C)O
LUMO level ... 0.019 Ha
Spin multiplicity ... 1
HOMO-LUMO gap ... 10.76 eV
Total energy ... -323.71503 Eh

Atoms and positions in Å:
H (2.083, -1.809, -0.293)
N (1.758, -0.842, -0.362)
C (0.580, -0.703, 0.141)
O (-0.156, -1.759, 0.531)
C (-0.067, 0.641, 0.261)
C (-1.522, 0.718, -0.112)
O (0.849, 1.687, -0.518)
H (0.298, -2.594, 0.355)
H (0.153, 1.078, 1.237)
H (-2.093, -0.165, 0.186)
H (-1.985, 1.593, 0.359)
H (-1.640, 0.856, -1.194)
H (1.742, 1.299, -0.591)

Atomic partial charges in e from the natural (NBO) method, atoms 1 to 5: 0.33, -0.73, 0.55, -0.68, 0.02

---

Question: Number 2 is which compound?
Answer: C3H7NO2